Formula: C3H8O2P
Source: OMol25
Level of theory: ωB97M-V/def2-TZVPD

- HOMO (spin up / spin down): -3.29 / -3.27 eV
- Total charge: -1
- Gap between HOMO and LUMO (spin up / spin down): 7.1 / 7.1 eV

Each atom is followed by the atoms it is bonded to, with distances in Å.
Geometry (Å):
1 C 0.30 1.25 1.22  C3 1.515, H7 1.091, H8 1.089, H9 1.095
2 C 0.48 -0.32 -1.74  P6 1.851, H10 1.089, H11 1.090, H12 1.083
3 C -0.02 -0.23 1.14  C1 1.515, P6 1.855, H13 1.093, H14 1.086
4 O -1.25 -3.12 -0.33  no bonds
5 O -1.97 0.31 -0.71  P6 1.482
6 P -0.84 -0.62 -0.47  C2 1.851, C3 1.855, O5 1.482
7 H 1.17 1.49 0.61  C1 1.091
8 H -0.55 1.81 0.84  C1 1.089
9 H 0.51 1.57 2.25  C1 1.095
10 H 0.06 -0.66 -2.68  C2 1.089
11 H 0.68 0.75 -1.80  C2 1.090
12 H 1.37 -0.88 -1.50  C2 1.083
13 H -0.78 -0.50 1.89  C3 1.093
14 H 0.84 -0.87 1.29  C3 1.086

From a Mulliken analysis of the wavefunction, the atomic charges in e read:
1 C -1.079
2 C -1.013
3 C -0.466
4 O -0.854
5 O -0.678
6 P 0.656
7 H 0.264
8 H 0.302
9 H 0.342
10 H 0.301
11 H 0.328
12 H 0.290
13 H 0.295
14 H 0.311